1.
C24H36N4O4S2 | the ωB97M-V functional and the def2-TZVPD basis

Calculated values
Highest occupied orbital energy = -8.44 eV
Kohn-Sham gap = 8.9 eV
Energy relative to the best compared isomer or geometry (same formula, charge and spin) = 0.0 kJ/mol
Net charge = 0
Structure (SMILES) = CC1CCN(CCCNC(=O)CN2C(=O)CSc3ccc(S(=O)(=O)N4CCCCC4)cc32)CC1
Lowest unoccupied orbital energy = 0.47 eV

Element x y z (Å)
C -2.48 3.68 -1.52
H -2.80 2.81 -2.09
H -3.31 4.39 -1.49
H -1.65 4.15 -2.03
C -2.08 3.28 -0.10
C -3.24 2.62 0.64
H -4.08 3.32 0.73
H -3.59 1.75 0.08
C -2.81 2.17 2.03
N -1.72 1.22 1.93
C -0.56 1.84 1.30
H 0.24 1.10 1.26
C -0.91 2.30 -0.12
H -0.03 2.77 -0.57
H -1.17 1.43 -0.73
H -0.21 2.71 1.88
C -1.38 0.59 3.21
C -2.33 -0.56 3.55
H -2.15 -0.87 4.57
C -2.12 -1.75 2.62
N -2.33 -1.34 1.25
C -2.36 -2.22 0.24
O -2.33 -3.42 0.36
C -2.42 -1.56 -1.16
N -1.76 -2.43 -2.11
C -2.57 -3.26 -2.84
O -3.76 -3.07 -2.95
C -1.87 -4.42 -3.50
H -2.57 -4.93 -4.17
H -1.50 -5.12 -2.74
S -0.47 -3.84 -4.48
C 0.36 -3.05 -3.14
C 1.75 -3.01 -3.16
C 2.45 -2.43 -2.12
C 1.74 -1.91 -1.06
C 0.36 -1.93 -1.03
C -0.37 -2.50 -2.08
H -0.12 -1.51 -0.17
S 2.63 -1.21 0.32
O 3.41 -2.23 0.95
O 1.69 -0.49 1.15
N 3.67 -0.18 -0.49
C 5.02 -0.09 0.01
C 5.14 0.92 1.15
C 4.61 2.27 0.70
C 3.16 2.12 0.24
C 3.08 1.08 -0.88
H 2.04 0.88 -1.14
H 3.61 1.43 -1.77
H 2.77 3.07 -0.13
H 2.55 1.79 1.07
H 4.66 2.99 1.52
H 5.22 2.65 -0.12
H 4.55 0.55 2.00
H 6.18 1.00 1.47
H 5.30 -1.09 0.34
H 5.66 0.21 -0.83
H 3.53 -2.38 -2.11
H 2.27 -3.43 -4.01
H -3.47 -1.50 -1.47
H -1.98 -0.57 -1.17
H -2.20 -0.33 1.12
H -1.10 -2.13 2.73
H -2.81 -2.57 2.86
H -3.37 -0.23 3.48
H -1.39 1.34 4.02
H -0.37 0.19 3.13
H -3.65 1.70 2.54
H -2.50 3.06 2.62
H -1.78 4.18 0.45

***

2.
C24H36NO11PS | the ωB97M-V functional and the def2-TZVPD basis

Calculated values
Highest occupied orbital energy = -9.04 eV
Kohn-Sham gap = 9.5 eV
Energy relative to the best compared isomer or geometry (same formula, charge and spin) = 0.0 kJ/mol
Net charge = 0
Structure (SMILES) = CCO[C@@]1([PH2]=N)OS(=O)(=O)O[C@@]1(C)Cc1ccccc1.O=C1CCCO1.O=C1CCCO1.O=C1CCCO1
Lowest unoccupied orbital energy = 0.49 eV

Element x y z (Å)
C 5.23 1.38 2.68
C 4.33 2.31 1.90
O 3.97 1.79 0.60
C 2.66 1.49 0.38
P 1.61 3.09 0.69
N 0.40 3.05 1.68
O 2.54 1.27 -1.06
S 1.11 0.62 -1.37
O 0.20 1.62 -1.81
O 1.33 -0.50 -2.21
O 0.79 0.25 0.11
C 2.04 0.18 0.93
C 1.62 0.17 2.39
C 2.68 -1.19 0.55
C 4.18 -1.41 0.50
C 4.77 -2.20 1.47
C 6.13 -2.49 1.42
C 6.91 -1.97 0.40
C 6.33 -1.19 -0.59
C 4.97 -0.92 -0.55
H 5.73 1.97 3.46
H 5.98 0.93 2.03
H 4.67 0.60 3.19
H 3.44 2.55 2.48
H 4.85 3.25 1.71
H 1.29 3.36 -0.64
H 2.64 3.98 0.99
H 0.50 3.70 2.46
H 2.36 -0.38 2.97
H 1.47 1.16 2.81
H 0.68 -0.37 2.44
H 2.25 -1.51 -0.40
H 2.31 -1.88 1.31
H 4.17 -2.62 2.26
H 6.57 -3.12 2.18
H 7.97 -2.20 0.36
H 6.93 -0.80 -1.40
H 4.52 -0.33 -1.34
O 0.87 -4.26 4.42
C -0.17 -3.73 4.16
O -0.22 -2.57 3.45
C -1.57 -2.09 3.36
C -2.45 -3.32 3.59
C -1.58 -4.15 4.53
H -1.71 -1.33 4.13
H -1.70 -1.63 2.38
H -3.43 -3.07 3.98
H -2.58 -3.85 2.64
H -1.74 -3.89 5.58
H -1.69 -5.22 4.41
O -4.84 0.16 -0.28
C -4.36 1.08 -0.88
O -5.12 2.08 -1.39
C -4.30 3.00 -2.15
C -2.89 2.80 -1.61
C -2.90 1.32 -1.23
H -4.39 2.74 -3.21
H -4.70 4.00 -2.01
H -2.12 3.07 -2.32
H -2.75 3.40 -0.71
H -2.62 0.67 -2.06
H -2.26 1.11 -0.38
O -6.26 2.60 -5.32
C -6.10 1.42 -5.40
O -5.53 0.85 -6.49
C -5.53 -0.59 -6.36
C -5.62 -0.85 -4.86
C -6.45 0.34 -4.38
H -6.39 -0.98 -6.90
H -4.62 -0.96 -6.82
H -6.06 -1.82 -4.62
H -4.63 -0.81 -4.41
H -7.52 0.15 -4.44
H -6.21 0.68 -3.38